The following is a quantum chemistry calculation of a structure of composition C33H77N11O11 at a distorted geometry, from OMol25.

Structure (ORCA input):
```
! RIJCOSX wB97M-V def2-TZVPD def2/J DEFGRID3
* xyz 0 1
C -9.31 2.34 -12.55
O -10.37 2.52 -13.12
N -8.78 1.14 -12.24
C -7.49 1.13 -11.57
C -9.42 -0.13 -12.42
H -8.61 3.11 -12.21
H -6.78 0.52 -12.14
H -7.52 0.69 -10.57
H -6.95 2.07 -11.58
H -9.81 -0.62 -11.52
H -10.30 0.00 -13.05
H -8.75 -0.86 -12.89
C -4.42 5.13 -17.22
O -5.35 4.34 -17.23
N -4.28 6.12 -18.12
C -2.99 6.79 -18.16
C -5.32 6.54 -19.01
H -3.61 5.11 -16.49
H -2.65 6.85 -19.20
H -2.21 6.20 -17.69
H -3.03 7.85 -17.89
H -5.87 7.39 -18.61
H -5.01 6.73 -20.04
H -6.14 5.83 -19.08
C -5.73 0.01 -18.98
O -6.04 -1.17 -19.02
N -5.07 0.67 -19.96
C -4.80 2.10 -19.84
C -4.79 0.00 -21.20
H -5.95 0.68 -18.14
H -3.73 2.27 -19.97
H -5.03 2.52 -18.86
H -5.38 2.60 -20.61
H -5.27 -0.97 -21.32
H -5.21 0.58 -22.03
H -3.73 -0.11 -21.43
C -0.51 3.12 -18.08
O -1.08 3.89 -17.33
N 0.62 3.42 -18.74
C 1.48 2.39 -19.29
C 1.16 4.77 -18.80
H -0.75 2.06 -18.23
H 2.43 2.38 -18.75
H 1.71 2.59 -20.34
H 1.07 1.38 -19.25
H 0.83 5.43 -18.00
H 2.24 4.75 -18.89
H 0.85 5.22 -19.75
C -4.03 5.46 -12.14
O -3.58 6.00 -13.13
N -5.10 4.61 -12.17
C -5.75 4.09 -10.98
C -5.72 4.22 -13.43
H -3.64 5.59 -11.12
H -5.32 3.11 -10.75
H -6.81 3.98 -11.19
H -5.55 4.67 -10.07
H -5.23 4.54 -14.34
H -5.76 3.13 -13.50
H -6.70 4.69 -13.41
C -4.05 -0.64 -9.92
O -4.71 -0.37 -10.91
N -4.48 -1.41 -8.91
C -3.77 -1.39 -7.64
C -5.74 -2.14 -9.05
H -3.04 -0.24 -9.71
H -2.69 -1.57 -7.67
H -4.20 -2.19 -7.02
H -3.98 -0.49 -7.07
H -6.36 -1.70 -9.81
H -5.61 -3.21 -9.21
H -6.29 -1.98 -8.12
C -4.85 0.42 -14.46
O -5.40 0.13 -15.51
N -3.92 1.39 -14.34
C -3.38 2.10 -15.45
C -3.19 1.55 -13.08
H -5.13 -0.04 -13.50
H -3.63 3.16 -15.35
H -3.77 1.80 -16.43
H -2.33 1.88 -15.65
H -3.62 0.96 -12.27
H -2.21 1.13 -13.36
H -2.96 2.60 -12.86
C -3.56 0.61 -7.20
O -4.03 0.33 -6.11
N -4.27 1.19 -8.18
C -3.58 1.75 -9.32
C -5.59 1.71 -7.92
H -2.51 0.39 -7.42
H -3.91 1.40 -10.30
H -2.55 1.37 -9.36
H -3.49 2.83 -9.32
H -6.13 1.12 -7.18
H -5.59 2.74 -7.57
H -6.24 1.65 -8.80
C 1.88 5.15 -13.18
O 2.43 5.22 -12.10
N 0.62 4.68 -13.35
C 0.01 4.79 -14.66
C -0.01 3.87 -12.35
H 2.33 5.41 -14.15
H -0.79 5.54 -14.65
H -0.51 3.88 -14.95
H 0.69 5.01 -15.48
H 0.55 3.93 -11.42
H -1.00 4.24 -12.08
H -0.02 2.80 -12.57
C -8.10 3.71 -15.67
O -8.43 4.84 -15.35
N -8.88 2.78 -16.24
C -8.46 1.39 -16.32
C -10.29 3.02 -16.48
H -7.07 3.31 -15.56
H -7.37 1.31 -16.23
H -8.68 0.84 -17.24
H -8.82 0.92 -15.40
H -10.61 4.01 -16.15
H -10.52 2.95 -17.55
H -10.90 2.28 -15.97
C -0.65 -1.86 -9.76
O -1.41 -0.99 -9.37
N -0.18 -1.90 -11.03
C -0.79 -1.10 -12.11
C 0.81 -2.88 -11.43
H -0.25 -2.65 -9.11
H -0.03 -0.51 -12.61
H -1.56 -0.48 -11.67
H -1.15 -1.87 -12.80
H 0.46 -3.63 -12.15
H 1.65 -2.34 -11.88
H 1.21 -3.39 -10.56
*
```

Calculated values
Relative energy (zero: lowest compared OMol25 entry of this formula, charge and spin) in eV: 12.183
Lowest unoccupied orbital energy in eV: 0.045
HOMO in eV: -8.21
DFT total energy in hartree: -2733.317745

---

The following is a quantum chemistry calculation of a cluster of 11 separate species, C33H77N11O11 in total at a distorted geometry, from OMol25.

Structure (ORCA input):
```
! RIJCOSX wB97M-V def2-TZVPD def2/J DEFGRID3
* xyz 0 1
C -3.22 -2.25 4.27
N -4.09 -1.08 4.34
C -3.48 0.15 3.89
C -5.36 -1.07 4.77
O -6.02 -2.08 5.00
H -2.36 -2.13 4.92
H -2.86 -2.30 3.23
H -3.71 -3.21 4.41
H -2.63 -0.01 3.22
H -4.11 0.79 3.27
H -2.94 0.64 4.71
H -5.90 -0.12 4.86
C 2.95 3.58 0.81
N 3.12 4.67 1.72
C 2.74 5.97 1.21
C 3.65 4.49 2.95
O 4.07 3.42 3.35
H 3.49 3.50 -0.15
H 1.92 3.59 0.43
H 3.10 2.57 1.19
H 1.85 5.82 0.60
H 2.48 6.65 2.02
H 3.44 6.60 0.65
H 3.61 5.37 3.61
C -4.68 -1.15 0.89
N -5.87 -1.84 1.33
C -7.17 -1.20 1.34
C -5.75 -3.14 1.69
O -4.69 -3.75 1.65
H -4.76 -0.07 0.98
H -4.54 -1.49 -0.14
H -3.78 -1.37 1.46
H -7.57 -1.03 0.33
H -7.87 -1.73 1.97
H -7.06 -0.18 1.71
H -6.66 -3.67 1.99
C 0.12 -4.54 -3.49
N -1.13 -4.84 -4.19
C -2.34 -5.10 -3.44
C -1.10 -4.62 -5.52
O -2.05 -4.75 -6.28
H 0.85 -3.91 -4.00
H 0.65 -5.40 -3.09
H -0.11 -3.79 -2.72
H -3.09 -5.55 -4.08
H -2.25 -5.64 -2.50
H -2.65 -4.10 -3.09
H -0.15 -4.25 -5.90
C 0.34 1.49 5.25
N -0.25 2.61 4.49
C 0.27 2.69 3.14
C -1.24 3.41 4.93
O -1.79 3.42 6.01
H 0.08 0.60 4.67
H -0.21 1.34 6.18
H 1.39 1.70 5.42
H 1.35 2.70 3.01
H -0.10 1.83 2.57
H -0.15 3.58 2.68
H -1.48 4.13 4.11
C 0.95 -0.72 -1.81
N 0.56 -0.53 -0.43
C 1.50 0.19 0.41
C -0.65 -0.86 0.02
O -0.98 -0.63 1.19
H 1.84 -1.36 -1.84
H 1.36 0.22 -2.19
H 0.16 -1.11 -2.46
H 1.28 -0.15 1.41
H 2.53 -0.02 0.08
H 1.48 1.27 0.26
H -1.19 -1.49 -0.69
C -1.42 0.25 -5.08
N -2.31 -0.89 -4.84
C -2.79 -1.69 -5.96
C -2.69 -1.24 -3.60
O -2.23 -0.77 -2.57
H -1.96 1.14 -5.38
H -0.74 0.00 -5.89
H -0.87 0.55 -4.19
H -3.47 -1.14 -6.63
H -1.93 -1.99 -6.56
H -3.42 -2.56 -5.75
H -3.40 -2.08 -3.59
C -2.17 3.83 0.54
N -1.69 2.76 -0.33
C -2.65 1.69 -0.65
C -0.60 2.88 -1.10
O 0.15 3.85 -1.03
H -3.22 4.00 0.30
H -1.56 4.72 0.58
H -2.19 3.41 1.55
H -2.42 1.29 -1.63
H -2.59 0.97 0.17
H -3.69 2.02 -0.73
H -0.40 2.00 -1.72
C 5.41 1.66 0.80
N 6.83 1.33 1.08
C 7.81 2.21 0.49
C 7.13 0.24 1.87
O 8.22 -0.23 2.00
H 5.31 2.25 -0.10
H 5.07 2.30 1.61
H 4.79 0.77 0.77
H 7.95 3.23 0.84
H 8.79 1.72 0.55
H 7.63 2.29 -0.58
H 6.18 0.02 2.39
C -0.77 -5.12 0.37
N 0.10 -5.03 1.52
C 0.14 -3.78 2.28
C 0.87 -6.07 1.96
O 1.42 -6.15 3.03
H -1.77 -4.91 0.76
H -0.52 -6.03 -0.18
H -0.60 -4.32 -0.37
H -0.87 -3.61 2.66
H 0.76 -3.91 3.17
H 0.45 -2.93 1.68
H 0.86 -6.88 1.21
C 5.67 3.10 -4.37
N 4.70 2.08 -3.92
C 3.36 2.28 -4.52
C 4.96 1.26 -2.90
O 4.15 0.53 -2.35
H 6.66 2.90 -3.96
H 5.30 4.10 -4.17
H 5.78 2.90 -5.44
H 2.79 2.85 -3.79
H 3.59 2.66 -5.52
H 2.93 1.31 -4.78
H 6.01 1.23 -2.55
*
```

Calculated values
Relative energy (zero: lowest compared OMol25 entry of this formula, charge and spin) in eV: 8.072
SMILES string: CN(C)C=O.CN(C)C=O.CN(C)C=O.CN(C)C=O.CN(C)C=O.CN(C)C=O.CN(C)C=O.CN(C)C=O.CN(C)C=O.CN(C)C=O.CN(C)C=O
Lowest unoccupied orbital energy in eV: -0.058
HOMO in eV: -8.96
DFT total energy in hartree: -2733.468853

---

The following is a quantum chemistry calculation of a cluster of 13 separate species, C33H77N11O17 in total at a distorted geometry, from OMol25.

Structure (ORCA input):
```
! RIJCOSX wB97M-V def2-TZVPD def2/J DEFGRID3
* xyz 0 1
C -1.14 5.02 -3.06
O -1.46 5.12 -1.68
C -1.07 4.15 -0.87
O -0.27 3.29 -1.13
O -1.70 4.24 0.29
C -1.37 3.24 1.24
H -0.71 5.98 -3.35
H -2.03 4.86 -3.66
H -0.41 4.24 -3.25
H -0.52 2.61 0.99
H -2.15 2.49 1.39
H -1.16 3.76 2.17
C 2.21 -0.39 1.77
O 1.41 -0.53 0.61
C 0.13 -0.24 0.55
O -0.59 0.10 1.47
O -0.32 -0.60 -0.64
C -1.55 -0.08 -1.07
H 3.14 -0.93 1.65
H 1.70 -0.75 2.67
H 2.40 0.67 1.95
H -2.40 -0.58 -0.61
H -1.74 -0.07 -2.14
H -1.63 0.99 -0.82
C 7.17 5.21 3.70
C 6.45 3.88 3.45
O 6.95 3.03 2.73
N 5.31 3.72 4.15
C 4.49 2.54 4.05
H 8.24 5.11 3.56
H 6.97 5.63 4.69
H 6.84 5.90 2.92
H 5.03 4.49 4.73
H 5.03 1.69 4.47
H 4.30 2.30 3.00
H 3.57 2.68 4.61
C -4.84 2.33 -1.63
C -5.68 1.47 -0.72
O -5.35 0.31 -0.44
N -6.85 1.95 -0.21
C -7.24 3.37 -0.25
H -3.80 2.21 -1.32
H -5.12 3.38 -1.64
H -4.92 1.96 -2.65
H -7.28 1.30 0.42
H -6.48 3.97 0.24
H -8.20 3.50 0.24
H -7.27 3.65 -1.30
C -1.82 -3.04 -2.88
C -1.40 -3.98 -3.98
O -0.28 -4.51 -3.95
N -2.29 -4.22 -4.94
C -2.12 -5.09 -6.07
H -1.63 -3.55 -1.94
H -2.82 -2.62 -3.03
H -1.20 -2.15 -2.96
H -3.17 -3.72 -4.90
H -3.00 -5.70 -6.26
H -1.33 -5.81 -5.88
H -1.95 -4.55 -7.01
C -4.95 -0.68 -4.10
C -5.58 -2.00 -4.50
O -4.89 -2.83 -5.10
N -6.89 -2.17 -4.28
C -7.59 -3.37 -4.72
H -5.65 0.02 -3.66
H -4.55 -0.24 -5.01
H -4.06 -0.86 -3.50
H -7.37 -1.45 -3.77
H -8.61 -3.18 -5.05
H -7.64 -4.09 -3.91
H -7.04 -3.78 -5.56
C 6.40 -4.25 -1.51
C 5.92 -2.96 -0.86
O 4.96 -2.34 -1.32
N 6.60 -2.55 0.22
C 6.28 -1.42 1.06
H 7.14 -4.72 -0.86
H 6.85 -4.08 -2.49
H 5.57 -4.96 -1.52
H 7.19 -3.28 0.58
H 6.12 -1.71 2.10
H 5.48 -0.81 0.66
H 7.17 -0.78 1.12
O 2.16 -2.71 3.93
C 1.37 -3.51 4.41
N 0.82 -4.52 3.72
C 0.89 -3.36 5.86
H 0.95 -4.65 2.71
H 0.11 -5.04 4.21
H 1.63 -3.79 6.53
H -0.03 -3.94 5.96
H 0.58 -2.35 6.09
O -2.82 1.05 3.87
C -3.62 1.14 2.94
N -3.37 0.56 1.76
C -4.90 1.91 3.10
H -2.47 0.10 1.70
H -4.14 0.37 1.14
H -4.66 2.97 2.98
H -5.36 1.80 4.07
H -5.64 1.74 2.31
O 2.73 0.81 -2.39
C 1.88 0.40 -3.17
N 0.86 1.22 -3.55
C 1.99 -0.98 -3.79
H 0.78 2.03 -2.95
H 0.04 0.74 -3.87
H 2.47 -0.88 -4.77
H 1.00 -1.43 -3.92
H 2.65 -1.56 -3.15
O 1.03 3.53 5.80
C 0.32 2.77 5.14
N -1.01 2.98 5.06
C 0.91 1.53 4.52
H -1.39 3.73 5.60
H -1.61 2.19 4.84
H 0.23 1.23 3.71
H 0.96 0.78 5.30
H 1.87 1.72 4.05
O 1.36 -5.06 1.02
C 1.81 -4.13 0.34
N 2.88 -3.40 0.67
C 1.23 -3.85 -1.03
H 3.27 -3.55 1.59
H 3.33 -2.91 -0.09
H 1.03 -4.79 -1.53
H 1.91 -3.22 -1.61
H 0.27 -3.34 -0.96
O 3.56 4.03 0.60
C 3.38 2.89 0.20
N 2.18 2.41 -0.19
C 4.54 1.91 0.20
H 2.21 1.62 -0.83
H 1.37 3.00 -0.13
H 5.34 2.17 0.89
H 4.99 1.93 -0.79
H 4.15 0.92 0.44
*
```

Calculated values
Lowest unoccupied orbital energy in eV: -0.137
HOMO in eV: -8.45
DFT total energy in hartree: -3185.250018